--- one ---
2 unconnected molecules or ions with the total composition C5H10F2O. Source: OMol25; level of theory: wB97M-V/def2-TZVPD.

The geometry in XYZ format:
```
18
C5H10F2O (wB97M-V/def2-TZVPD)
C -0.56 1.40 -0.52
C -2.13 -0.55 -0.19
C 1.01 -0.78 1.71
C -0.90 0.22 0.39
C 0.35 -0.68 0.58
O 2.91 0.18 -0.90
F -1.27 0.69 1.67
F 0.60 -1.42 -0.52
H 0.41 1.19 -1.16
H -0.34 2.34 -0.05
H -1.32 1.52 -1.33
H -2.41 -1.11 0.65
H -1.72 -1.40 -0.89
H -2.92 0.07 -0.64
H 1.73 -1.59 1.68
H 0.79 -0.05 2.39
H 2.19 -0.31 -1.35
H 3.60 0.28 -1.50
```

**M**: 124.1 Da
**E_LUMO**: 0.77 eV
**Charge**: 0
**Orbital gap**: 10.6 eV
**SMILES**: C=C(F)C(C)(C)F.O
**Highest occupied orbital energy**: -9.821 eV

--- two ---
A molecular structure, C5H10F2O. Source: OMol25; level of theory: wB97M-V/def2-TZVPD.

The geometry in XYZ format:
```
18
C5H10F2O (wB97M-V/def2-TZVPD)
C 1.29 -0.64 -0.80
C -1.14 -0.46 -1.47
C -0.11 0.25 1.74
C 0.00 0.22 -0.76
C -0.44 0.98 0.58
O -1.00 2.08 0.44
F 0.36 1.33 -1.49
F 0.67 3.02 2.08
H 2.10 0.01 -0.52
H 1.40 -0.84 -1.81
H 1.30 -1.55 -0.28
H -0.81 -0.57 -2.56
H -1.96 0.26 -1.54
H -1.45 -1.42 -1.16
H -0.31 0.60 2.72
H 0.95 0.31 1.69
H -0.35 -0.81 1.65
H -0.24 2.55 1.62
```

**M**: 124.1 Da
**E_LUMO**: 0.47 eV
**Charge**: 0
**Orbital gap**: 11.3 eV
**Highest occupied orbital energy**: -10.866 eV

On energetic grounds, two is preferred over the next structure by 4.4 kcal/mol.

--- one ---
C29H38FO5P in the gas phase. Source: OMol25; level of theory: wB97M-V/def2-TZVPD.

The geometry in XYZ format:
```
74
C29H38FO5P (wB97M-V/def2-TZVPD)
C 6.16 -1.16 1.96
C 6.99 0.21 1.82
C 6.76 0.91 0.40
C 5.59 1.99 0.49
C 5.79 2.97 -0.72
C 4.56 3.91 -1.05
C 3.16 3.30 -0.73
C 2.25 4.00 0.19
C 0.93 3.47 0.57
C 0.53 2.20 0.00
C 1.44 1.48 -0.93
C 2.76 1.99 -1.33
P 3.87 1.03 -2.53
O 3.10 1.19 -4.02
O 3.83 -0.60 -2.02
C 0.94 0.10 -1.46
O 1.05 -0.29 -2.60
C 0.21 -0.79 -0.40
C 0.45 -2.21 -0.34
F 1.31 -2.88 -1.16
C -0.29 -3.00 0.65
C -1.22 -2.29 1.51
C -2.06 -3.13 2.53
C -3.61 -3.06 2.13
C -3.98 -3.92 0.87
C -3.58 -3.31 -0.53
C -3.91 -1.78 -0.73
C -5.32 -1.56 -1.47
C -5.68 -0.02 -1.36
C -7.19 0.16 -0.91
O -7.30 0.68 0.42
C -6.98 2.08 0.47
C -1.45 -0.84 1.48
C -0.71 -0.07 0.50
C -0.82 1.49 0.34
O -1.87 2.07 0.49
H 5.31 -0.98 2.67
H 5.76 -1.51 0.98
H 6.86 -1.89 2.44
H 6.61 0.93 2.59
H 8.08 -0.03 1.97
H 7.71 1.35 0.01
H 6.47 0.09 -0.32
H 4.64 1.40 0.46
H 5.73 2.58 1.44
H 6.69 3.62 -0.49
H 6.04 2.42 -1.67
H 4.57 4.18 -2.14
H 4.63 4.89 -0.50
H 2.54 4.96 0.68
H 0.24 3.99 1.26
H 2.50 1.96 -3.99
H 3.90 -1.17 -2.80
H -0.18 -4.10 0.73
H -1.97 -2.59 3.52
H -1.70 -4.18 2.65
H -3.96 -2.00 2.11
H -4.14 -3.54 3.01
H -3.42 -4.89 0.98
H -5.07 -4.22 0.86
H -2.51 -3.46 -0.81
H -4.18 -3.87 -1.30
H -3.15 -1.38 -1.47
H -3.81 -1.14 0.18
H -5.09 -1.76 -2.55
H -6.08 -2.25 -1.04
H -5.02 0.54 -0.64
H -5.54 0.47 -2.36
H -7.77 -0.79 -1.03
H -7.65 0.92 -1.61
H -7.85 2.72 0.78
H -6.63 2.47 -0.53
H -6.14 2.25 1.19
H -2.17 -0.36 2.19
```

**M**: 516.6 Da
**E_LUMO**: -0.71 eV
**Charge**: 0
**Orbital gap**: 7.6 eV
**SMILES**: CCCCCCc1ccc2c(c1P(O)O)C(=O)c1c(F)cc(CCCCCCCCOC)cc1C2=O
**Highest occupied orbital energy**: -8.353 eV

--- two ---
C29H38FO5P in the gas phase. Source: OMol25; level of theory: wB97M-V/def2-TZVPD.

The geometry in XYZ format:
```
74
C29H38FO5P (wB97M-V/def2-TZVPD)
C 6.13 -1.12 1.95
C 6.88 0.26 1.84
C 6.65 0.95 0.46
C 5.46 1.94 0.52
C 5.63 2.93 -0.65
C 4.38 3.79 -0.99
C 3.02 3.13 -0.73
C 2.16 3.76 0.13
C 0.93 3.25 0.47
C 0.56 2.04 -0.07
C 1.41 1.39 -0.94
C 2.66 1.90 -1.30
P 3.81 1.01 -2.48
O 3.04 1.13 -3.94
O 3.74 -0.57 -1.98
C 0.93 0.04 -1.45
O 1.04 -0.34 -2.60
C 0.22 -0.80 -0.42
C 0.43 -2.15 -0.34
F 1.26 -2.81 -1.15
C -0.28 -2.89 0.60
C -1.15 -2.21 1.43
C -1.97 -3.02 2.43
C -3.49 -2.96 2.08
C -3.89 -3.80 0.86
C -3.53 -3.23 -0.54
C -3.86 -1.74 -0.76
C -5.25 -1.52 -1.43
C -5.61 -0.01 -1.34
C -7.08 0.20 -0.85
O -7.14 0.74 0.46
C -6.82 2.11 0.50
C -1.34 -0.85 1.37
C -0.63 -0.13 0.44
C -0.74 1.37 0.28
O -1.79 1.96 0.44
H 5.28 -1.00 2.62
H 5.78 -1.46 0.97
H 6.82 -1.82 2.42
H 6.46 0.93 2.60
H 7.94 0.08 2.01
H 7.56 1.44 0.11
H 6.43 0.15 -0.26
H 4.56 1.33 0.45
H 5.53 2.51 1.45
H 6.46 3.60 -0.40
H 5.92 2.41 -1.57
H 4.40 4.07 -2.06
H 4.40 4.73 -0.44
H 2.43 4.70 0.61
H 0.25 3.75 1.15
H 2.42 1.88 -3.92
H 3.81 -1.15 -2.75
H -0.17 -3.96 0.68
H -1.88 -2.49 3.39
H -1.62 -4.04 2.56
H -3.83 -1.92 2.05
H -3.99 -3.41 2.94
H -3.34 -4.75 0.95
H -4.95 -4.09 0.88
H -2.49 -3.40 -0.83
H -4.14 -3.79 -1.27
H -3.13 -1.37 -1.50
H -3.73 -1.10 0.12
H -5.07 -1.73 -2.49
H -5.99 -2.18 -0.97
H -4.94 0.54 -0.67
H -5.51 0.45 -2.33
H -7.66 -0.72 -0.92
H -7.55 0.93 -1.53
H -7.67 2.73 0.83
H -6.51 2.49 -0.48
H -5.99 2.28 1.20
H -2.03 -0.36 2.05
```

**M**: 516.6 Da
**E_LUMO**: -0.50 eV
**Charge**: 0
**Orbital gap**: 7.8 eV
**SMILES**: CCCCCCc1ccc2c(c1P(O)O)C(=O)c1c(F)cc(CCCCCCCCOC)cc1C2=O
**Highest occupied orbital energy**: -8.271 eV

On energetic grounds, two is preferred over the next structure by 75.5 kcal/mol.

--- one ---
C5H8OS in the gas phase. Source: OMol25; level of theory: wB97M-V/def2-TZVPD.

The geometry in XYZ format:
```
15
C5H8OS (wB97M-V/def2-TZVPD)
C 0.28 -0.32 -0.56
C -0.53 0.72 -1.29
C -0.08 0.94 1.37
C -0.42 -0.38 0.78
C 0.10 -1.64 0.13
H 2.16 -0.37 -1.09
H -0.06 1.19 -2.15
H -1.56 0.43 -1.51
H 1.01 0.98 1.54
H -0.72 1.20 2.21
H -1.52 -0.47 0.69
H -0.71 -2.34 -0.12
H 1.04 -2.10 0.40
O 1.60 0.07 -0.43
S -0.61 2.07 0.02
```

**M**: 116.2 Da
**E_LUMO**: 0.74 eV
**Charge**: 0
**Orbital gap**: 9.1 eV
**SMILES**: O[C@]12CSC[C@@H]1C2
**Highest occupied orbital energy**: -8.369 eV

--- two ---
C5H8OS in the gas phase. Source: OMol25; level of theory: wB97M-V/def2-TZVPD.

The geometry in XYZ format:
```
15
C5H8OS (wB97M-V/def2-TZVPD)
C 1.80 -0.70 -0.34
C 0.42 -0.37 0.07
C 0.54 1.20 0.64
C -0.66 -1.30 -0.14
C -2.01 -0.76 0.06
H 1.95 0.47 -0.72
H 2.22 -1.12 0.49
H 1.82 -1.43 -1.29
H 0.25 2.04 -0.29
H -0.33 1.44 1.44
H 1.45 1.50 1.20
H -0.41 -2.22 -0.33
H -1.51 1.81 -0.92
O -3.04 -1.43 0.47
S -2.48 0.87 -0.33
```

**M**: 116.2 Da
**E_LUMO**: -0.14 eV
**Charge**: 0
**Orbital gap**: 9.5 eV
**SMILES**: CC(C)=CC(=O)S
**Highest occupied orbital energy**: -9.656 eV

On energetic grounds, one is preferred over the next structure by 38.5 kcal/mol.

--- one ---
5 unconnected molecules or ions with the total composition C5H19NO6. Source: OMol25; level of theory: wB97M-V/def2-TZVPD.

The geometry in XYZ format:
```
31
C5H19NO6 (wB97M-V/def2-TZVPD)
C -3.09 -0.23 -0.49
C -1.97 0.48 0.20
N -1.55 -0.01 1.40
C -1.95 -1.35 1.85
C -0.32 0.49 2.02
C 0.87 0.30 1.06
O 2.00 0.95 1.72
O -1.45 1.48 -0.28
H -4.03 -0.03 0.03
H -3.03 -1.31 -0.46
H -3.22 0.07 -1.52
H -2.99 -1.35 2.15
H -1.85 -2.05 1.02
H -1.35 -1.73 2.68
H -0.40 1.57 2.04
H -0.10 0.05 2.98
H 1.16 -0.73 0.89
H 0.78 0.96 0.22
H 2.21 0.48 2.53
H 0.60 0.76 -1.58
H 1.25 0.15 -2.91
O 0.98 -0.02 -2.00
H 2.85 -0.24 -2.10
H 4.01 -0.10 -1.08
O 3.81 -0.25 -2.01
H 1.09 -1.73 -0.72
H 1.73 -2.86 -1.65
O 1.35 -2.65 -0.80
H 1.36 3.12 -1.15
H 0.21 3.12 -2.14
O 1.03 2.66 -1.93
```

**M**: 189.2 Da
**E_LUMO**: 0.56 eV
**Charge**: 0
**Orbital gap**: 10.0 eV
**SMILES**: CC(=O)N(C)CCO.O.O.O.O
**Highest occupied orbital energy**: -9.444 eV

--- two ---
5 unconnected molecules or ions with the total composition C5H19NO6. Source: OMol25; level of theory: wB97M-V/def2-TZVPD.

The geometry in XYZ format:
```
31
C5H19NO6 (wB97M-V/def2-TZVPD)
O 0.80 -1.57 0.64
C -0.32 -1.31 0.16
N -1.13 -0.34 0.82
C -2.16 0.42 0.11
C -1.70 1.58 -0.91
C -2.84 2.47 -1.34
O -1.12 0.89 -2.06
C -0.83 -2.20 -0.98
H -0.62 0.30 1.49
H -2.66 -0.31 -0.63
H -2.93 0.82 0.79
H -0.75 2.09 -0.63
H -3.27 3.06 -0.53
H -2.69 3.10 -2.23
H -3.69 1.87 -1.75
H -1.82 0.35 -2.46
H -1.50 -1.71 -1.65
H -1.40 -3.06 -0.74
H -0.08 -2.80 -1.54
H 2.50 -2.08 2.45
H 1.93 -0.96 3.21
O 2.18 -1.90 3.26
H -0.10 3.07 1.51
H 1.17 2.72 2.01
O 0.58 2.42 1.41
H 1.53 -0.58 -2.34
H 2.69 -1.29 -2.58
O 2.12 -1.04 -1.86
H 2.23 0.10 0.30
H 3.63 0.22 0.04
O 3.05 0.15 0.75
```

**M**: 189.2 Da
**E_LUMO**: 0.39 eV
**Charge**: 0
**Orbital gap**: 9.8 eV
**SMILES**: CC(=O)NC[C@H](C)O.O.O.O.O
**Highest occupied orbital energy**: -9.386 eV

--- three ---
5 unconnected molecules or ions with the total composition C5H19NO6. Source: OMol25; level of theory: wB97M-V/def2-TZVPD.

The geometry in XYZ format:
```
31
C5H19NO6 (wB97M-V/def2-TZVPD)
C 3.63 0.36 0.49
C 2.23 -0.01 0.06
N 1.70 -1.17 0.62
C 1.66 -1.27 2.07
C 0.55 -1.70 -0.10
C -0.79 -0.99 0.19
O -1.85 -1.57 -0.59
O 1.62 0.58 -0.81
H 4.25 -0.52 0.64
H 3.62 1.01 1.37
H 4.12 0.91 -0.31
H 2.57 -0.90 2.50
H 0.76 -0.78 2.45
H 1.74 -2.30 2.43
H 0.74 -1.61 -1.15
H 0.37 -2.71 0.29
H -1.06 -1.05 1.24
H -0.70 0.02 -0.17
H -1.63 -2.49 -0.76
H -1.16 1.37 -2.03
H -0.04 1.47 -0.96
O -0.78 1.97 -1.35
H -2.34 2.26 -0.47
H -3.03 1.14 0.25
O -3.17 2.06 0.01
H -1.51 1.94 1.42
H -1.30 1.78 2.93
O -1.22 1.31 2.09
H -2.38 -0.10 -3.07
H -1.75 -0.86 -1.91
O -1.52 -0.34 -2.70
```

**M**: 189.2 Da
**E_LUMO**: 0.51 eV
**Charge**: 0
**Orbital gap**: 10.2 eV
**SMILES**: CC(=O)N(C)CCO.O.O.O.O
**Highest occupied orbital energy**: -9.657 eV

On energetic grounds, three is preferred over the next structure by 7.5 kcal/mol.